(1)
{
  "formula": "C6H17NO",
  "method": "ωB97M-V/def2-TZVPD",
  "e_above_lowest_kcal_mol": 71.4,
  "homo_lumo_gap_ha": 0.3532,
  "homo_ha": -0.323,
  "smiles": "CCNCC(C)C.O",
  "elements": ["C", "C", "N", "C", "C", "C", "C", "H", "H", "H", "H", "H", "H", "H", "H", "H", "H", "H", "H", "H", "H", "H", "O", "H", "H"],
  "coordinates": [[-0.348340, -1.487584, 2.294619], [0.131608, -0.086991, 2.499382], [-0.397757, 0.670762, 1.322728], [0.371192, 0.601274, 0.019777], [-0.641592, 1.232815, -1.096974], [-1.883410, 0.353875, -1.528565], [0.209639, 1.338436, -2.299147], [-0.158032, -1.638595, 1.228578], [-1.284586, -1.852364, 2.493272], [0.329429, -2.139178, 2.804491], [-0.096487, 0.512018, 3.463247], [1.202170, -0.184925, 2.335631], [-0.434400, 1.630851, 1.543786], [1.275695, 1.137466, -0.013557], [0.775274, -0.357251, -0.171441], [-0.693342, 2.275751, -0.662721], [-2.429677, 0.349837, -2.376082], [-1.497087, -0.494190, -1.784620], [-2.508784, 0.232598, -0.669267], [-0.318468, 1.679375, -3.114621], [0.691894, 0.373095, -2.521667], [1.147843, 1.990135, -2.214499], [2.111985, -2.395508, -0.386874], [2.057789, -1.613301, 0.120839], [2.387439, -2.128394, -1.286317]],
  "forces_ev_per_angstrom": [[2.6, -0.2, -0.6], [-0.7, 1.6, -0.7], [0.9, -0.6, -0.6], [-3.9, 0.5, 0.7], [1.7, -0.2, 0.8], [0.8, 4.1, 5.3], [3.8, 0.1, 0.2], [-0.2, -0.4, 0.1], [-2.7, 0.0, 0.7], [0.5, -0.7, 0.4], [0.3, -1.3, -1.5], [0.5, 0.4, 0.7], [-0.2, 1.2, 0.3], [1.1, 1.7, 0.3], [-0.8, -1.5, -0.5], [-1.3, -1.0, -0.6], [-2.1, 2.4, -3.1], [3.0, -5.8, -0.3], [-0.6, -0.3, 0.4], [-1.1, 0.7, -2.1], [-0.5, -0.1, -0.3], [-1.4, -0.4, 0.2], [0.3, -1.3, -1.6], [0.1, 1.3, 0.8], [-0.2, -0.1, 0.8]]
}

---

(2)
{
  "formula": "C6H17NO",
  "method": "ωB97M-V/def2-TZVPD",
  "e_above_lowest_kcal_mol": 66.3,
  "homo_lumo_gap_ha": 0.3541,
  "homo_ha": -0.322,
  "smiles": "CCCNC(C)C.O",
  "elements": ["C", "C", "C", "N", "C", "C", "C", "H", "H", "H", "H", "H", "H", "H", "H", "H", "H", "H", "H", "H", "H", "H", "O", "H", "H"],
  "coordinates": [[1.557692, 1.383507, -2.555088], [1.068924, 2.401482, -1.617287], [1.188322, 1.684333, -0.059207], [0.416475, 0.418036, -0.219386], [-0.715188, 0.280063, 0.695747], [-1.332312, -1.139784, 0.227392], [-0.111722, 0.309919, 2.129739], [1.208899, 0.337141, -2.411728], [1.068838, 1.512876, -3.560160], [2.571711, 1.330551, -2.727315], [1.824203, 3.137271, -1.749653], [0.029137, 2.682691, -1.892895], [0.672893, 2.461010, 0.497790], [2.185203, 1.759060, 0.304163], [1.099267, -0.303741, 0.052162], [-1.446065, 1.060015, 0.467273], [-2.217089, -0.958258, -0.302876], [-0.718358, -1.565747, -0.594204], [-1.570898, -1.664861, 1.121969], [-0.784750, 0.339654, 2.935669], [0.673588, -0.501453, 2.165400], [0.733770, 1.034289, 2.351775], [-2.675252, -5.153390, 1.850260], [-2.051620, -5.823650, 1.938021], [-2.675668, -5.021014, 0.952440]],
  "forces_ev_per_angstrom": [[-3.1, -2.4, -3.0], [0.5, -2.0, 2.5], [-3.0, 2.6, -3.9], [2.1, 1.1, 0.9], [1.1, -1.4, -0.4], [1.3, 2.2, 0.4], [2.6, -0.4, -1.0], [0.2, 0.6, 0.7], [0.7, 0.4, 0.5], [2.4, 0.2, -0.1], [-0.1, 1.7, 0.5], [0.8, 0.1, 0.8], [-0.5, -0.4, 0.6], [1.0, -0.9, 0.0], [-0.7, 0.0, -0.4], [0.2, 0.1, 0.3], [-1.7, 0.5, -0.5], [0.2, -0.3, 1.3], [0.1, -1.2, 0.3], [-0.8, -0.4, 1.1], [-1.6, -0.5, 0.3], [-1.7, 0.5, -0.7], [-1.4, 1.1, 2.7], [1.7, -1.9, 0.7], [-0.3, 0.9, -3.4]]
}